(1)
{"formula": "CH7N2O2P", "method": "ωB97M-V/def2-TZVPD", "spin_multiplicity": 1, "homo_lumo_gap_ev": 9.7, "lumo_energy_ev": 0.324, "charge": 0, "homo_energy_ev": -9.40, "elements": ["C", "N", "P", "N", "O", "O", "H", "H", "H", "H", "H", "H", "H"], "positions_angstrom": [[0.3602, 0.7306, 1.2598], [0.2078, -0.6310, 0.8780], [-0.1596, -0.5978, -1.1960], [-0.0073, 0.8352, -1.8701], [0.6136, -1.8502, -1.4534], [-1.7266, -0.6806, -1.0070], [0.5512, 0.8594, 2.4565], [1.3155, 1.0360, 0.7811], [-0.4189, 1.3232, 0.7700], [-0.6454, -1.1118, 1.1805], [1.0053, -1.2039, 1.1545], [0.9116, 1.0804, -2.0009], [-2.0074, 0.2105, -0.9529]]}

(2)
{"formula": "C7H13NO", "method": "ωB97M-V/def2-TZVPD", "spin_multiplicity": 1, "homo_lumo_gap_ev": 6.4, "lumo_energy_ev": 0.507, "charge": 0, "homo_energy_ev": -5.88, "elements": ["C", "C", "C", "N", "C", "C", "C", "C", "O", "H", "H", "H", "H", "H", "H", "H", "H", "H", "H", "H", "H", "H"], "positions_angstrom": [[0.9447, 2.2131, -0.5221], [-1.7709, -0.0640, -0.8993], [0.5657, -0.7917, -1.5616], [0.2385, 0.7889, 1.3774], [-0.1809, -0.7812, 1.2458], [0.2370, 1.0702, 0.1131], [-0.3051, -0.1568, -0.4990], [0.7872, -1.6525, 1.6859], [-1.4998, -0.9763, 1.6475], [-1.4490, -1.4976, 2.4597], [0.5199, 1.4087, 2.1353], [1.2371, 2.9680, 0.2084], [1.8490, 1.8412, -1.0120], [0.3238, 2.6656, -1.2977], [-2.1809, -1.0680, -1.0111], [-1.8801, 0.4665, -1.8528], [-2.3681, 0.4509, -0.1496], [0.1494, -1.7619, -1.8372], [0.6268, -0.1812, -2.4693], [1.5798, -0.9617, -1.1921], [0.8807, -2.6357, 1.2474], [1.6951, -1.3441, 2.1833]]}

(3)
{"formula": "C25H49ClN4ReSi", "method": "ωB97M-V/def2-TZVPD", "spin_multiplicity": 4, "homo_lumo_gap_ev": [1.3, 4.6], "lumo_energy_ev": [3.940, 3.904], "charge": -2, "homo_energy_ev": [2.67, -0.68], "elements": ["Re", "Cl", "C", "C", "N", "H", "N", "H", "C", "C", "C", "H", "H", "H", "H", "H", "H", "C", "H", "H", "H", "C", "C", "H", "H", "C", "H", "C", "H", "H", "H", "H", "H", "C", "H", "C", "N", "H", "N", "H", "C", "C", "C", "H", "H", "H", "H", "H", "H", "C", "H", "H", "H", "C", "C", "H", "H", "C", "H", "C", "H", "H", "H", "H", "H", "C", "H", "C", "C", "Si", "C", "C", "H", "H", "H", "H", "H", "H", "H", "H", "H"], "positions_angstrom": [[0.0948, -0.4726, 0.4853], [0.2926, -0.0749, -1.7329], [-0.0563, 1.2040, 3.9234], [0.0004, 1.1040, 1.6622], [0.6007, 0.6698, 2.8498], [-1.6186, 2.7564, 3.9880], [-0.8553, 2.1081, 2.0836], [0.1890, 0.9510, 4.9371], [1.4489, -0.5078, 2.8354], [2.1000, -0.6702, 4.1964], [0.5952, -1.7280, 2.5296], [1.3600, -0.9233, 4.9605], [2.8127, -1.4962, 4.1201], [2.6432, 0.2373, 4.4737], [3.2166, -1.1296, 1.8454], [3.0303, 0.6360, 1.9466], [0.1930, -2.0353, 1.4857], [2.5001, -0.3051, 1.7573], [-0.2269, -1.8086, 3.2495], [1.2713, -2.5792, 2.6870], [2.1784, -0.2804, 0.6740], [-0.9600, 2.0967, 3.4488], [-3.1095, 2.5020, 1.2787], [-3.5024, 2.5290, 2.3035], [-3.7258, 3.1665, 0.6604], [-1.6684, 2.9811, 1.2310], [-1.7294, 3.5305, -0.8285], [-1.5936, 4.4094, 1.7560], [-0.5521, 4.7485, 1.8148], [-3.1935, 1.4806, 0.8874], [-1.0633, 1.9124, -0.5773], [-2.0671, 4.5245, 2.7382], [-2.1249, 5.0631, 1.0512], [-1.0956, 2.9291, -0.1682], [-0.0787, 3.3341, -0.1749], [0.2364, -2.5103, -8.4798], [0.5777, -2.2788, -7.1572], [-0.8543, -1.1861, -9.8651], [-0.4666, -0.5348, -7.8280], [0.4801, -3.4132, -9.0090], [1.3226, -3.1607, -6.2502], [1.6676, -4.4514, -6.9570], [2.5778, -2.4216, -5.8096], [2.3149, -4.2713, -7.8239], [2.2173, -5.0862, -6.2526], [0.7652, -4.9929, -7.2656], [0.9931, -4.0640, -4.3358], [-0.4805, -3.9112, -5.3166], [2.3228, -1.4838, -5.3042], [0.4507, -3.4093, -5.0288], [3.2221, -2.2083, -6.6702], [3.1357, -3.0593, -5.1138], [0.2144, -2.4697, -4.5157], [-0.4258, -1.4055, -8.9049], [0.0456, 1.7891, -7.4160], [0.8102, 1.8133, -8.2009], [-0.3887, 2.7922, -7.3305], [-1.0596, 0.8069, -7.7757], [-2.5257, 1.8137, -6.5820], [-1.6832, 1.1491, -9.1089], [-2.4890, 0.4507, -9.3649], [0.5116, 1.5218, -6.4615], [-1.6368, 0.5416, -5.7025], [-0.9320, 1.1689, -9.9078], [-2.1184, 2.1522, -9.0307], [-2.0945, 0.8088, -6.6612], [-2.9040, 0.1050, -6.8864], [0.1440, -1.0721, -6.7585], [-3.0461, -0.1516, -1.2999], [-2.0543, -1.1756, -0.0449], [-1.9821, -2.8625, -0.9008], [-3.0694, -1.2726, 1.5506], [-2.5493, -0.1557, -2.2808], [-3.2055, 0.8912, -1.0031], [-4.0340, -0.6212, -1.4211], [-1.3524, -3.5654, -0.3406], [-2.9979, -3.2786, -0.9598], [-1.5768, -2.7677, -1.9186], [-2.5919, -1.9543, 2.2676], [-3.1894, -0.2992, 2.0420], [-4.0644, -1.6662, 1.3007]]}

(4)
{"formula": "C8H21NO", "method": "ωB97M-V/def2-TZVPD", "spin_multiplicity": 1, "homo_lumo_gap_ev": 9.8, "lumo_energy_ev": 0.854, "charge": 0, "homo_energy_ev": -8.94, "elements": ["C", "C", "C", "C", "O", "H", "H", "H", "H", "H", "H", "H", "H", "H", "H", "C", "C", "N", "C", "C", "H", "H", "H", "H", "H", "H", "H", "H", "H", "H", "H"], "positions_angstrom": [[-0.9849, 2.1781, -2.3045], [-1.0084, 1.3364, -1.0230], [-2.3911, 0.6897, -0.8477], [-0.6984, 2.2261, 0.1912], [-0.0179, 0.3453, -1.1646], [-1.7224, 2.9788, -2.2565], [-1.2065, 1.5463, -3.1634], [0.0036, 2.6113, -2.4421], [-2.4217, 0.1087, 0.0739], [-3.1737, 1.4452, -0.8084], [-2.5914, 0.0215, -1.6835], [0.2840, 2.6803, 0.0771], [-1.4366, 3.0167, 0.2836], [-0.7044, 1.6328, 1.1041], [-0.0529, -0.4108, -0.3976], [2.7686, -0.5368, 0.0309], [1.7999, -0.6196, 1.1888], [0.4489, -1.3767, 0.8177], [-0.4417, -1.4065, 1.9647], [0.6611, -2.7145, 0.3000], [3.1480, -1.5158, -0.2508], [2.2889, -0.0800, -0.8309], [3.6181, 0.0826, 0.3266], [1.5304, 0.3803, 1.5358], [2.2283, -1.2051, 2.0204], [-0.6093, -0.3943, 2.3301], [-0.0391, -2.0032, 2.7973], [-1.4034, -1.8344, 1.6760], [-0.3022, -3.1694, 0.0575], [1.2402, -2.6543, -0.6196], [1.1860, -3.3586, 1.0171]]}

(5)
{"formula": "C22H70N2O14", "method": "ωB97M-V/def2-TZVPD", "spin_multiplicity": 1, "homo_lumo_gap_ev": 8.8, "lumo_energy_ev": 0.463, "charge": 0, "homo_energy_ev": -8.36, "elements": ["C", "O", "C", "C", "N", "C", "C", "O", "C", "H", "H", "H", "H", "H", "H", "H", "H", "H", "H", "H", "H", "H", "H", "H", "C", "O", "C", "C", "N", "C", "C", "O", "C", "H", "H", "H", "H", "H", "H", "H", "H", "H", "H", "H", "H", "H", "H", "H", "C", "O", "H", "H", "H", "H", "C", "O", "H", "H", "H", "H", "C", "O", "H", "H", "H", "H", "C", "O", "H", "H", "H", "H", "C", "O", "H", "H", "H", "H", "C", "O", "H", "H", "H", "H", "C", "O", "H", "H", "H", "H", "C", "O", "H", "H", "H", "H", "C", "O", "H", "H", "H", "H", "C", "O", "H", "H", "H", "H"], "positions_angstrom": [[5.7750, 1.4315, -1.4619], [4.6907, 2.0077, -2.1653], [4.4984, 1.4013, -3.4277], [3.3091, 2.1016, -4.0955], [1.9731, 1.6976, -3.6056], [1.0470, 2.7959, -3.6839], [-0.3923, 2.3130, -3.4636], [-0.4116, 1.7770, -2.1747], [-1.7009, 1.3359, -1.7947], [6.7330, 1.6338, -1.9273], [5.6173, 0.3654, -1.2733], [5.7392, 1.8544, -0.4385], [4.2458, 0.3514, -3.2259], [5.4158, 1.4987, -4.0358], [3.3154, 1.9356, -5.1944], [3.4402, 3.1987, -4.0268], [2.0276, 1.3556, -2.6532], [1.0974, 3.2905, -4.6365], [1.2019, 3.5365, -2.9015], [-0.6530, 1.5143, -4.2333], [-1.1013, 3.1594, -3.5914], [-1.7404, 1.1592, -0.7366], [-1.9043, 0.4020, -2.3828], [-2.4557, 2.1054, -2.0276], [0.6788, -1.6152, 0.2511], [1.4641, -2.1849, -0.7644], [1.2518, -1.5744, -1.9945], [2.3566, -1.8923, -2.9925], [2.0280, -1.4146, -4.3110], [2.9715, -1.7476, -5.3619], [3.0199, -3.2316, -5.6655], [3.9049, -3.9307, -4.8346], [4.1103, -5.2537, -5.3087], [-0.4039, -1.8189, 0.1640], [0.7479, -0.5102, 0.2541], [1.0084, -1.9512, 1.2414], [1.2336, -0.4972, -1.8103], [0.3153, -1.9142, -2.4769], [2.5372, -2.9582, -3.0554], [3.2931, -1.4779, -2.5971], [1.9072, -0.3946, -4.3292], [4.0061, -1.4875, -5.1107], [2.6859, -1.2151, -6.2533], [3.2630, -3.4376, -6.7211], [1.9858, -3.6468, -5.5493], [5.0185, -5.5563, -4.8315], [4.2681, -5.2868, -6.3700], [3.1994, -5.8521, -5.1399], [-5.1118, 1.6669, 0.2902], [-5.3129, 2.5814, 1.3495], [-5.9363, 1.7440, -0.3998], [-4.1425, 1.9662, -0.1253], [-5.1314, 0.6390, 0.6415], [-6.1818, 2.9463, 1.3313], [-1.8864, 0.1204, 6.6418], [-2.9842, -0.5553, 5.9921], [-1.0839, -0.5916, 6.7519], [-1.4240, 0.9069, 6.0144], [-2.1139, 0.4841, 7.6751], [-3.5807, 0.0794, 5.5448], [1.6380, -0.4281, 4.4369], [1.6927, -0.5387, 3.0100], [1.0521, 0.4502, 4.7326], [1.1228, -1.3237, 4.7983], [2.6243, -0.4491, 4.8984], [2.1848, 0.2238, 2.7288], [2.2502, 1.8895, 0.1841], [2.2696, 1.9776, 1.6013], [2.9908, 2.5768, -0.3039], [2.5241, 0.8793, -0.0978], [1.2232, 2.0747, -0.2496], [1.8224, 2.7824, 1.8852], [-4.3304, -1.3998, 3.2602], [-4.0195, -1.8853, 1.9756], [-4.4540, -0.2859, 3.1953], [-5.2699, -1.8942, 3.6160], [-3.4955, -1.6015, 3.9364], [-3.7510, -2.8150, 1.9719], [-2.8120, -2.7170, -1.9303], [-2.2519, -1.8473, -2.9764], [-2.8536, -3.7635, -2.2531], [-2.2364, -2.6483, -1.0048], [-3.8505, -2.3399, -1.7783], [-1.4305, -2.2269, -3.3231], [-1.4688, -3.4683, 4.1488], [-1.3677, -3.0548, 5.5012], [-1.0799, -2.7180, 3.4343], [-0.8488, -4.3492, 4.0866], [-2.4856, -3.7954, 3.8628], [-2.0825, -2.4433, 5.7318], [-0.6367, 4.0796, 1.8465], [0.6668, 4.0868, 2.4987], [-1.0074, 3.0539, 1.8215], [-1.4221, 4.6291, 2.4148], [-0.5782, 4.5143, 0.8580], [0.9552, 5.0040, 2.6084], [-3.6099, 2.4926, 4.1092], [-4.4552, 1.7973, 5.0203], [-3.7846, 3.5759, 4.1412], [-2.6262, 2.3221, 4.5270], [-3.6951, 2.1425, 3.0909], [-5.3653, 1.7275, 4.7323], [-1.3226, 0.1147, 2.6335], [-2.2336, 0.4364, 1.5609], [-0.8039, -0.8209, 2.5253], [-0.5597, 0.8639, 2.5806], [-1.7693, 0.0671, 3.6205], [-2.7879, -0.3085, 1.3487]]}

Number 5 is which compound?
C22H70N2O14

Please write out number 4 again, unchanged.
{"formula": "C8H21NO", "method": "ωB97M-V/def2-TZVPD", "spin_multiplicity": 1, "homo_lumo_gap_ev": 9.8, "lumo_energy_ev": 0.854, "charge": 0, "homo_energy_ev": -8.94, "elements": ["C", "C", "C", "C", "O", "H", "H", "H", "H", "H", "H", "H", "H", "H", "H", "C", "C", "N", "C", "C", "H", "H", "H", "H", "H", "H", "H", "H", "H", "H", "H"], "positions_angstrom": [[-0.9849, 2.1781, -2.3045], [-1.0084, 1.3364, -1.0230], [-2.3911, 0.6897, -0.8477], [-0.6984, 2.2261, 0.1912], [-0.0179, 0.3453, -1.1646], [-1.7224, 2.9788, -2.2565], [-1.2065, 1.5463, -3.1634], [0.0036, 2.6113, -2.4421], [-2.4217, 0.1087, 0.0739], [-3.1737, 1.4452, -0.8084], [-2.5914, 0.0215, -1.6835], [0.2840, 2.6803, 0.0771], [-1.4366, 3.0167, 0.2836], [-0.7044, 1.6328, 1.1041], [-0.0529, -0.4108, -0.3976], [2.7686, -0.5368, 0.0309], [1.7999, -0.6196, 1.1888], [0.4489, -1.3767, 0.8177], [-0.4417, -1.4065, 1.9647], [0.6611, -2.7145, 0.3000], [3.1480, -1.5158, -0.2508], [2.2889, -0.0800, -0.8309], [3.6181, 0.0826, 0.3266], [1.5304, 0.3803, 1.5358], [2.2283, -1.2051, 2.0204], [-0.6093, -0.3943, 2.3301], [-0.0391, -2.0032, 2.7973], [-1.4034, -1.8344, 1.6760], [-0.3022, -3.1694, 0.0575], [1.2402, -2.6543, -0.6196], [1.1860, -3.3586, 1.0171]]}

Which formula does entry 1 have?
CH7N2O2P